Formula: C50H122O25
Source: OMol25
Level of theory: ωB97M-V with the def2-TZVPD basis set

As for the HOMO energy: -9.04 eV. For the HOMO-LUMO gap, the calculation gives 0.34993 hartree. The net charge is 0. The SMILES is COCCOCCOC.COCCOCCOC.COCCOCCOC.COCCOC.COCCOC.COCCOC.COCCOC.COCCOC.COCCOC.COCCOC.COCCOC. The total energy comes out at -3858.60108 Ha. The calculation puts the LUMO energy at 0.5 eV.

Last columns: bonded neighbours and bond lengths (Å).
Cartesian coordinates (Å):
1 C 10.6302 14.8737 14.8885  O2 1.421, H10 1.121, H11 1.097, H12 1.054
2 O 10.7304 15.9848 14.0088  C1 1.421, C3 1.441
3 C 10.1400 17.1814 14.5515  O2 1.441, C4 1.493, H13 1.052, H14 1.068
4 C 9.3558 17.9248 13.5210  C3 1.493, O5 1.400, H15 1.136, H16 1.153
5 O 10.2672 18.4281 12.5846  C4 1.400, C6 1.421
6 C 9.7881 19.1546 11.4618  O5 1.421, C7 1.542, H17 1.112, H18 1.062
7 C 10.3515 20.5895 11.4863  C6 1.542, O8 1.412, H19 1.069, H20 1.103
8 O 11.7143 20.5413 11.1189  C7 1.412, C9 1.415
9 C 12.4504 21.5962 11.7091  O8 1.415, H21 1.103, H22 1.081, H23 1.093
10 H 11.1287 13.9877 14.4171  C1 1.121
11 H 9.6001 14.5320 15.0458  C1 1.097
12 H 11.1106 14.9144 15.8260  C1 1.054
13 H 10.9435 17.7838 14.8657  C3 1.052
14 H 9.4678 16.9570 15.3511  C3 1.068
15 H 8.7712 18.7762 13.9939  C4 1.136
16 H 8.5254 17.2755 13.0532  C4 1.153
17 H 8.7013 19.3883 11.4430  C6 1.112
18 H 10.0330 18.6153 10.5807  C6 1.062
19 H 10.2465 20.9127 12.4994  C7 1.069
20 H 9.7318 21.1971 10.8061  C7 1.103
21 H 12.9322 22.2310 10.9459  C9 1.103
22 H 13.2704 21.1989 12.2906  C9 1.081
23 H 11.8724 22.2240 12.3913  C9 1.093
24 C 24.4463 9.1125 14.2238  O25 1.398, H33 1.081, H34 1.084, H35 1.100
25 O 23.8060 10.3466 14.3649  C24 1.398, C26 1.440
26 C 23.6176 10.9106 13.0532  O25 1.440, C27 1.533, H36 1.066, H37 1.103
27 C 22.6787 12.1207 13.1216  C26 1.533, O28 1.419, H38 1.082, H39 1.073
28 O 23.4032 13.1360 13.7981  C27 1.419, C29 1.409
29 C 22.8284 14.4214 13.8613  O28 1.409, C30 1.492, H40 1.095, H41 1.091
30 C 22.1608 14.7150 15.1630  C29 1.492, O31 1.397, H42 1.111, H43 1.089
31 O 21.1081 13.8030 15.2675  C30 1.397, C32 1.437
32 C 20.2889 13.9245 16.4417  O31 1.437, H44 1.064, H45 1.073, H46 1.088
33 H 25.3733 9.2435 13.6824  C24 1.081
34 H 23.8415 8.3397 13.7633  C24 1.084
35 H 24.6307 8.8406 15.2733  C24 1.100
36 H 23.1628 10.1657 12.4407  C26 1.066
37 H 24.5729 11.2464 12.6148  C26 1.103
38 H 21.7505 11.8532 13.6093  C27 1.082
39 H 22.5774 12.3359 12.0752  C27 1.073
40 H 22.1602 14.6338 13.0201  C29 1.095
41 H 23.7204 15.0205 13.6751  C29 1.091
42 H 21.8135 15.7675 15.0805  C30 1.111
43 H 22.8208 14.6057 16.0223  C30 1.089
44 H 20.6859 13.2554 17.1674  C32 1.064
45 H 19.2942 13.6239 16.1732  C32 1.073
46 H 20.2605 14.9427 16.8237  C32 1.088
47 C 22.9742 18.5830 16.9792  O48 1.382, H56 1.104, H57 1.110, H58 1.146
48 O 22.0362 18.0623 16.1075  C47 1.382, C49 1.420
49 C 20.8907 18.8382 15.7864  O48 1.420, C50 1.569, H59 1.059, H60 1.105
50 C 19.8497 18.0428 14.9220  C49 1.569, O51 1.396, H61 1.078, H62 1.093
51 O 20.4856 17.6321 13.7494  C50 1.396, C52 1.402
52 C 19.7928 16.7768 12.8814  O51 1.402, C53 1.577, H63 1.068, H64 1.080
53 C 20.5626 16.8997 11.5106  C52 1.577, O54 1.408, H65 1.106, H66 1.114
54 O 20.2637 15.8414 10.6320  C53 1.408, C55 1.413
55 C 21.0061 15.9078 9.4311  O54 1.413, H67 1.117, H68 1.056, H69 1.102
56 H 23.4892 19.4087 16.4570  C47 1.104
57 H 23.6457 17.7301 17.2121  C47 1.110
58 H 22.5222 18.9963 17.9472  C47 1.146
59 H 21.2019 19.6235 15.1471  C49 1.059
60 H 20.3914 19.2110 16.6985  C49 1.105
61 H 18.9907 18.6553 14.7013  C50 1.078
62 H 19.5841 17.2146 15.5848  C50 1.093
63 H 18.8134 17.1986 12.8282  C52 1.068
64 H 19.6832 15.7594 13.2270  C52 1.080
65 H 21.6466 17.0027 11.7038  C53 1.106
66 H 20.1327 17.8321 11.0772  C53 1.114
67 H 22.0925 15.7252 9.6187  C55 1.117
68 H 21.0249 16.8584 8.9710  C55 1.056
69 H 20.5947 15.1125 8.7889  C55 1.102
70 C 15.1298 23.3735 13.7947  O71 1.429, H76 1.106, H77 1.075, H78 1.091
71 O 15.3536 24.6888 13.2839  C70 1.429, C72 1.437
72 C 14.5830 25.7721 13.8298  O71 1.437, C73 1.511, H79 1.100, H80 1.132
73 C 13.1647 25.8959 13.3237  C72 1.511, O74 1.471, H81 1.084, H82 1.083
74 O 12.3019 25.0166 14.1267  C73 1.471, C75 1.427
75 C 10.9202 25.3246 13.9476  O74 1.427, H83 1.105, H84 1.040, H85 1.073
76 H 15.7833 22.7361 13.1695  C70 1.106
77 H 14.1276 22.9977 13.6999  C70 1.075
78 H 15.4146 23.2906 14.8442  C70 1.091
79 H 15.1576 26.6638 13.5382  C72 1.100
80 H 14.5126 25.6674 14.9550  C72 1.132
81 H 13.0939 25.5643 12.2943  C73 1.084
82 H 12.8190 26.9090 13.4892  C73 1.083
83 H 10.5468 26.1898 14.5244  C75 1.105
84 H 10.3871 24.4990 14.2891  C75 1.040
85 H 10.6268 25.5655 12.9444  C75 1.073
86 C 20.3893 14.9713 20.4620  O87 1.436, H92 1.064, H93 1.060, H94 1.089
87 O 19.2573 14.2050 20.0218  C86 1.436, C88 1.404
88 C 18.2113 14.1857 20.9588  O87 1.404, C89 1.488, H95 1.106, H96 1.128
89 C 17.0242 13.6151 20.2675  C88 1.488, O90 1.453, H97 1.077, H98 1.162
90 O 16.5032 14.5981 19.3322  C89 1.453, C91 1.446
91 C 15.5266 14.1837 18.3494  O90 1.446, H99 1.086, H100 1.123, H101 1.086
92 H 21.2491 15.0156 19.8363  C86 1.064
93 H 20.6806 14.6982 21.4439  C86 1.060
94 H 19.9392 15.9542 20.5936  C86 1.089
95 H 17.9272 15.2092 21.2669  C88 1.106
96 H 18.5527 13.5667 21.8379  C88 1.128
97 H 16.1486 13.3862 20.8514  C89 1.077
98 H 17.3504 12.6504 19.7084  C89 1.162
99 H 15.0958 15.0516 17.8597  C91 1.086
100 H 14.7032 13.5333 18.7506  C91 1.123
101 H 16.0033 13.5917 17.5742  C91 1.086
102 C 17.8922 20.9482 19.9066  O103 1.383, H108 1.115, H109 1.106, H110 1.101
103 O 17.0986 22.0739 19.7865  C102 1.383, C104 1.371
104 C 17.4454 22.9142 18.7606  O103 1.371, C105 1.488, H111 1.083, H112 1.066
105 C 16.4392 23.9809 18.5068  C104 1.488, O106 1.458, H113 1.126, H114 1.072
106 O 15.4869 23.5705 17.4820  C105 1.458, C107 1.408
107 C 14.4442 24.5101 17.3738  O106 1.408, H115 1.098, H116 1.080, H117 1.094
108 H 17.4848 20.3822 20.7766  C102 1.115
109 H 18.9315 21.2721 20.1027  C102 1.106
110 H 17.7587 20.2761 19.0453  C102 1.101
111 H 17.7303 22.5023 17.8009  C104 1.083
112 H 18.2946 23.4469 19.1220  C104 1.066
113 H 16.9628 24.9468 18.2614  C105 1.126
114 H 15.8225 24.0863 19.3778  C105 1.072
115 H 14.7748 25.3386 16.7337  C107 1.098
116 H 14.0503 24.8534 18.3184  C107 1.080
117 H 13.6530 23.9968 16.8203  C107 1.094
118 C 12.4099 21.5273 15.6165  O119 1.431, H124 1.083, H125 1.085, H126 1.090
119 O 12.4506 20.4496 16.5565  C118 1.431, C120 1.395
120 C 11.2056 20.0451 17.0394  O119 1.395, C121 1.534, H127 1.120, H128 1.113
121 C 11.3314 18.8204 17.9545  C120 1.534, O122 1.430, H129 1.110, H130 1.101
122 O 11.5956 17.6446 17.1838  C121 1.430, C123 1.421
123 C 12.4085 16.7110 17.8821  O122 1.421, H131 1.081, H132 1.106, H133 1.069
124 H 12.3233 21.1208 14.6169  C118 1.083
125 H 13.3860 22.0012 15.6035  C118 1.085
126 H 11.6250 22.2510 15.8378  C118 1.090
127 H 10.4898 19.8003 16.2129  C120 1.120
128 H 10.6618 20.8524 17.5799  C120 1.113
129 H 10.3449 18.7279 18.4545  C121 1.110
130 H 12.1734 18.9961 18.6422  C121 1.101
131 H 12.1368 16.5011 18.9076  C123 1.081
132 H 13.4714 17.0075 17.9601  C123 1.106
133 H 12.4247 15.8346 17.2699  C123 1.069
134 C 16.8766 19.8725 13.7578  O135 1.440, H140 1.093, H141 1.082, H142 1.081
135 O 17.1826 20.3467 15.0828  C134 1.440, C136 1.431
136 C 16.2167 19.9231 16.0497  O135 1.431, C137 1.504, H143 1.083, H144 1.111
137 C 16.4667 18.4688 16.3388  C136 1.504, O138 1.379, H145 1.084, H146 1.085
138 O 17.6854 18.2547 16.9471  C137 1.379, C139 1.403
139 C 17.7277 17.0075 17.5888  O138 1.403, H147 1.099, H148 1.058, H149 1.103
140 H 17.0313 18.8121 13.5426  C134 1.093
141 H 17.5808 20.3567 13.0939  C134 1.082
142 H 15.8679 20.2204 13.5854  C134 1.081
143 H 15.1970 20.1030 15.7329  C136 1.083
144 H 16.2138 20.6378 16.9008  C136 1.111
145 H 16.3874 17.9886 15.3700  C137 1.084
146 H 15.6612 18.1462 16.9908  C137 1.085
147 H 17.6623 16.1768 16.8726  C139 1.099
148 H 16.8691 16.9091 18.1984  C139 1.058
149 H 18.7258 16.9485 18.0551  C139 1.103
150 C 19.3336 22.7660 15.5620  O151 1.462, H156 1.084, H157 1.089, H158 1.092
151 O 18.8824 24.0729 16.0370  C150 1.462, C152 1.383
152 C 18.2161 24.6622 14.9784  O151 1.383, C153 1.514, H159 1.102, H160 1.086
153 C 17.9544 26.1296 15.2429  C152 1.514, O154 1.387, H161 1.145, H162 1.075
154 O 17.1672 26.3481 16.3635  C153 1.387, C155 1.380
155 C 16.6860 27.6219 16.5885  O154 1.380, H163 1.112, H164 1.101, H165 1.120
156 H 19.8699 22.3556 16.4103  C150 1.084
157 H 20.0755 23.0426 14.8145  C150 1.089
158 H 18.5763 22.0885 15.1619  C150 1.092
159 H 17.3258 24.0803 14.6881  C152 1.102
160 H 18.8837 24.6356 14.1226  C152 1.086
161 H 17.5211 26.5490 14.2699  C153 1.145
162 H 18.8770 26.6734 15.3342  C153 1.075
163 H 16.1092 27.5768 17.5384  C155 1.112
164 H 16.0160 27.7881 15.7310  C155 1.101
165 H 17.4401 28.4498 16.5882  C155 1.120
166 C 16.3746 14.9699 14.5502  O167 1.405, H172 1.106, H173 1.089, H174 1.112
167 O 15.2634 15.7242 14.9623  C166 1.405, C168 1.410
168 C 14.1842 15.6775 14.0562  O167 1.410, C169 1.486, H175 1.106, H176 1.128
169 C 13.7911 16.9768 13.4504  C168 1.486, O170 1.420, H177 1.113, H178 1.119
170 O 14.7753 17.3841 12.5120  C169 1.420, C171 1.428
171 C 14.3121 18.4165 11.6412  O170 1.428, H179 1.055, H180 1.120, H181 1.105
172 H 16.0729 13.9503 14.2472  C166 1.106
173 H 17.0281 14.9003 15.4183  C166 1.089
174 H 16.9341 15.4936 13.7442  C166 1.112
175 H 13.3208 15.2047 14.5596  C168 1.106
176 H 14.5438 15.0477 13.1919  C168 1.128
177 H 13.6383 17.8164 14.1643  C169 1.113
178 H 12.8458 16.8133 12.8735  C169 1.119
179 H 14.8789 18.4090 10.7511  C171 1.055
180 H 14.2896 19.3977 12.1798  C171 1.120
181 H 13.2541 18.2530 11.3672  C171 1.105
182 C 14.8070 16.4034 22.2329  O183 1.384, H188 1.143, H189 1.131, H190 1.053
183 O 15.8084 17.2624 21.8149  C182 1.384, C184 1.440
184 C 15.3884 17.8461 20.5674  O183 1.440, C185 1.498, H191 1.112, H192 1.090
185 C 14.7314 19.1605 20.8581  C184 1.498, O186 1.449, H193 1.100, H194 1.083
186 O 14.7906 19.9569 19.6494  C185 1.449, C187 1.369
187 C 13.9813 21.0605 19.5995  O186 1.369, H195 1.089, H196 1.109, H197 1.141
188 H 13.8546 17.0284 22.3259  C182 1.143
189 H 15.1342 16.0098 23.2409  C182 1.131
190 H 14.7088 15.5731 21.5927  C182 1.053
191 H 14.6261 17.1614 20.1359  C184 1.112
192 H 16.2611 17.8799 19.9155  C184 1.090
193 H 15.2368 19.6699 21.6915  C185 1.100
194 H 13.7118 18.9356 21.1466  C185 1.083
195 H 14.2646 21.8504 20.2937  C187 1.089
196 H 12.9282 20.8077 19.8388  C187 1.109
197 H 13.9704 21.5370 18.5630  C187 1.141